{"formula": "CH5NO3S", "method": "the ωB97M-V functional and the def2-TZVPD basis", "species": ["C", "N", "O", "O", "O", "S", "H", "H", "H", "H", "H"], "coordinates": [[-1.0091, -0.0892, 1.9054], [0.8294, 1.1871, -0.8882], [0.4740, -2.0522, -0.8799], [0.1111, -0.4237, 1.5300], [0.0778, 0.3562, -1.8444], [-0.6731, -0.8680, -1.1846], [-1.8007, -0.8375, 1.7394], [-1.2681, 0.8849, 2.1057], [1.7647, 1.2066, -1.3899], [0.4478, 2.2044, -0.9509], [1.0462, -1.5685, -0.1424]], "e_homo_ha": -0.3060, "e_above_lowest_kcal_mol": 109.4, "lumo_energy_ev": 0.43, "max_force_ev_per_a": 5.13, "smiles": "NOSO.C=O", "e_tot_ha": -719.610128, "total_charge": 0, "orbital_gap_ev": 8.759}